1.
Below is a structure of composition C42H115N10O11Pd in a non-equilibrium geometry, with properties calculated with wB97M-V/def2-TZVPD.

The gap between HOMO and LUMO (spin up / spin down) comes out at 4.04 / 2.73 eV. The energy relative to the best compared isomer or geometry (same formula, charge and spin) is 178.2 kcal/mol. The multiplicity is 3. As for the net charge: +1. For the LUMO energy (spin up / spin down), the calculation gives -6.140 / -7.449 eV.

```
179
Properties=species:S:1:pos:R:3:mulliken_charge:R:1
Pd 20.735 9.685 8.078 0.943
C 17.330 4.706 10.285 -0.970
C 18.772 4.755 10.638 -0.053
O 19.516 5.841 10.220 -0.343
H 17.201 4.609 9.207 0.273
H 16.721 5.570 10.548 0.290
H 16.794 3.840 10.674 0.337
H 19.241 3.845 10.263 0.248
H 18.763 4.679 11.725 0.217
C 9.681 6.109 0.776 -1.367
C 11.216 5.841 0.712 0.492
C 11.643 4.502 1.158 -0.596
O 11.459 4.319 2.593 -0.340
C 12.415 3.411 3.200 -0.804
N 11.633 6.114 -0.679 -0.713
H 9.341 6.980 0.215 0.410
H 9.414 6.436 1.781 0.336
H 9.127 5.216 0.489 0.302
H 11.666 6.554 1.403 0.231
H 12.704 4.446 0.916 0.338
H 11.115 3.668 0.696 0.280
H 12.804 2.529 2.691 0.333
H 12.048 3.061 4.165 0.275
H 13.321 3.960 3.457 0.310
H 11.179 5.462 -1.302 0.255
H 12.611 5.922 -0.842 0.258
C 7.961 11.631 14.919 -1.212
C 8.094 11.073 13.483 0.412
C 8.593 9.567 13.442 -0.721
O 9.882 9.410 14.105 -0.294
C 10.394 8.087 14.041 -0.725
N 6.843 11.370 12.884 -0.714
H 7.621 12.667 14.893 0.351
H 8.932 11.534 15.404 0.317
H 7.325 10.999 15.538 0.313
H 8.865 11.587 12.908 0.214
H 8.743 9.330 12.388 0.338
H 7.807 8.932 13.851 0.392
H 9.683 7.377 14.463 0.314
H 11.299 8.084 14.650 0.243
H 10.583 7.718 13.033 0.286
H 6.700 10.890 12.007 0.221
H 6.855 12.358 12.676 0.263
C 10.803 -0.365 10.547 -1.320
C 10.169 -1.461 9.680 0.370
C 11.122 -2.615 9.259 -0.618
O 12.027 -2.049 8.291 -0.315
C 12.720 -3.020 7.458 -0.662
N 9.105 -1.970 10.441 -0.721
H 11.218 -0.869 11.420 0.316
H 10.105 0.391 10.905 0.347
H 11.604 0.120 9.989 0.308
H 9.848 -1.013 8.740 0.236
H 10.605 -3.425 8.744 0.382
H 11.732 -3.107 10.016 0.365
H 13.392 -2.570 6.727 0.225
H 11.858 -3.571 7.083 0.306
H 13.423 -3.625 8.031 0.258
H 8.268 -1.522 10.096 0.270
H 8.766 -2.878 10.154 0.252
C 22.051 -0.600 19.577 -1.476
C 22.819 -0.643 18.213 0.525
C 23.762 -1.833 18.109 -0.564
O 24.843 -1.801 19.032 -0.310
C 25.811 -2.862 18.814 -0.730
N 21.795 -0.609 17.198 -0.702
H 21.667 0.413 19.692 0.373
H 22.695 -0.796 20.434 0.351
H 21.312 -1.402 19.585 0.368
H 23.337 0.314 18.265 0.243
H 23.980 -1.829 17.041 0.281
H 23.173 -2.714 18.360 0.307
H 25.311 -3.811 19.006 0.317
H 26.558 -2.784 19.604 0.255
H 26.237 -2.929 17.813 0.294
H 21.069 0.052 17.434 0.254
H 22.035 -0.230 16.293 0.215
C 24.920 1.381 3.989 -1.418
C 24.398 1.803 5.390 0.280
C 23.146 0.948 5.680 -0.708
O 22.090 1.212 4.672 -0.309
C 20.914 0.428 4.930 -0.676
N 25.486 1.539 6.356 -0.742
H 25.821 1.919 3.696 0.407
H 24.134 1.651 3.284 0.354
H 25.184 0.330 3.866 0.365
H 24.102 2.851 5.343 0.334
H 22.873 1.226 6.698 0.366
H 23.393 -0.114 5.691 0.323
H 20.449 0.844 5.824 0.265
H 21.258 -0.590 5.115 0.300
H 20.245 0.394 4.071 0.243
H 26.214 2.223 6.205 0.293
H 25.862 0.693 5.951 0.326
C 20.530 6.452 18.413 -1.445
C 19.889 6.028 17.126 0.734
C 18.327 5.743 17.240 -0.694
O 18.091 4.435 17.729 -0.263
C 16.769 3.952 17.485 -0.760
N 19.973 7.115 16.129 -0.709
H 20.241 7.439 18.776 0.359
H 21.598 6.371 18.211 0.363
H 20.417 5.763 19.250 0.327
H 20.421 5.164 16.729 0.221
H 17.838 5.868 16.274 0.333
H 17.872 6.336 18.034 0.260
H 16.442 4.041 16.449 0.296
H 16.073 4.531 18.092 0.307
H 16.620 2.916 17.788 0.263
H 19.416 6.949 15.303 0.180
H 20.889 7.357 15.781 0.227
C 26.386 3.525 12.887 -1.436
C 26.961 4.892 12.503 0.455
C 28.522 4.824 12.339 -0.772
O 29.001 6.188 12.223 -0.338
C 30.426 6.265 12.215 -0.707
N 26.458 5.235 11.200 -0.700
H 25.310 3.573 13.051 0.388
H 26.803 3.180 13.833 0.355
H 26.617 2.711 12.199 0.338
H 26.671 5.568 13.307 0.315
H 28.837 4.183 11.516 0.329
H 28.975 4.475 13.267 0.438
H 30.649 6.960 11.406 0.236
H 30.877 5.292 12.022 0.356
H 30.737 6.635 13.193 0.231
H 25.455 5.353 11.228 0.259
H 26.531 4.467 10.549 0.254
C 17.981 -2.295 11.789 -1.431
C 18.878 -3.472 11.647 0.410
C 20.108 -3.208 10.718 -0.670
O 20.879 -4.423 10.635 -0.334
C 21.905 -4.395 9.603 -0.708
N 19.338 -3.924 12.988 -0.685
H 18.492 -1.467 12.280 0.354
H 17.053 -2.531 12.310 0.352
H 17.694 -1.910 10.810 0.374
H 18.370 -4.308 11.166 0.268
H 20.762 -2.498 11.224 0.333
H 19.636 -2.846 9.805 0.352
H 22.485 -5.312 9.495 0.271
H 22.501 -3.514 9.841 0.295
H 21.502 -4.256 8.600 0.274
H 19.553 -3.085 13.507 0.253
H 20.213 -4.421 12.895 0.290
C 13.912 9.752 7.327 -1.281
C 14.475 11.072 8.007 0.254
C 13.429 11.803 8.967 -0.694
O 13.992 12.900 9.709 -0.352
C 13.289 13.406 10.776 -0.748
N 15.617 10.748 8.823 -0.741
H 13.801 9.007 8.115 0.326
H 14.635 9.363 6.609 0.314
H 12.942 9.922 6.861 0.348
H 14.665 11.735 7.163 0.297
H 13.091 11.047 9.675 0.324
H 12.514 12.183 8.514 0.430
H 13.896 14.242 11.121 0.242
H 13.288 12.654 11.565 0.331
H 12.273 13.780 10.648 0.289
H 15.254 10.057 9.464 0.292
H 15.647 11.578 9.398 0.377
C 20.488 12.444 2.392 -1.529
C 20.120 11.465 3.459 0.327
C 20.305 10.039 2.960 -0.862
O 20.140 9.213 4.159 -0.258
C 20.072 7.774 3.828 -0.780
N 20.881 11.678 4.640 -0.550
H 21.492 12.203 2.043 0.406
H 20.568 13.440 2.827 0.393
H 19.784 12.463 1.560 0.379
H 19.056 11.614 3.644 0.291
H 21.287 9.801 2.551 0.384
H 19.627 9.771 2.150 0.425
H 21.070 7.481 3.503 0.328
H 19.351 7.496 3.060 0.289
H 19.861 7.152 4.698 0.249
H 21.837 11.839 4.358 0.262
H 20.592 12.604 4.921 0.299
```

2.
Below is a cluster of 14 separate species, C42H119N7O21 in total in a non-equilibrium geometry, with properties calculated with wB97M-V/def2-TZVPD.

The gap between HOMO and LUMO comes out at 8.90 eV. The energy relative to the best compared isomer or geometry (same formula, charge and spin) is 54.3 kcal/mol. For the LUMO energy, the calculation gives 0.370 eV.

```
189
Properties=species:S:1:pos:R:3:mulliken_charge:R:1
C -1.614 -0.443 -6.798 -0.276
C -2.884 0.373 -6.876 -0.598
O -2.769 1.713 -6.560 -0.585
O -1.143 -0.367 -5.428 -0.224
H -0.817 -0.087 -7.447 0.378
H -1.886 -1.483 -7.027 0.302
H -3.532 -0.033 -5.974 0.214
H -3.460 0.193 -7.869 0.325
H -2.759 1.769 -5.554 0.301
H -0.183 -0.405 -5.428 0.121
C -0.117 -4.209 4.097 -0.136
C 1.348 -3.958 3.817 -0.346
O 1.655 -2.592 3.745 -0.421
O -0.530 -3.581 5.298 -0.636
H -0.213 -5.273 4.289 0.450
H -0.650 -3.907 3.239 -0.133
H 1.576 -4.477 2.845 0.118
H 2.089 -4.362 4.517 0.412
H 0.844 -2.201 3.368 0.200
H -0.447 -2.634 5.302 0.330
C 0.420 3.428 -6.960 -0.770
C 1.485 2.739 -6.145 -0.176
O 0.952 2.099 -4.940 -0.219
O -0.293 2.422 -7.705 -0.493
H 0.936 4.118 -7.628 0.381
H -0.250 4.053 -6.341 0.353
H 2.091 3.560 -5.804 0.160
H 2.049 2.010 -6.697 0.359
H -0.003 2.200 -4.837 0.110
H -1.217 2.463 -7.477 0.312
C -3.309 1.274 -1.565 -0.918
C -2.341 1.932 -2.507 1.293
O -2.971 2.463 -3.634 -0.477
O -2.784 0.902 -0.288 1.489
H -3.929 0.471 -2.043 -0.161
H -4.143 1.957 -1.365 0.683
H -1.647 1.137 -2.890 -0.887
H -1.832 2.697 -1.909 -0.152
H -3.757 2.917 -3.352 0.378
H -2.191 0.111 -0.379 -0.817
C 0.212 -0.404 -1.764 0.632
C 1.487 -0.751 -0.968 -0.134
O 1.286 -0.471 0.406 0.790
O -1.003 -1.002 -1.255 1.620
H 0.375 -0.692 -2.834 -0.546
H 0.159 0.671 -1.614 0.235
H 2.279 -0.048 -1.298 -1.020
H 1.892 -1.744 -1.127 0.152
H 0.938 0.448 0.443 -0.476
H -0.772 -1.891 -0.959 -0.827
C -5.085 2.438 1.266 0.005
C -4.900 1.795 2.590 0.163
O -4.860 0.378 2.496 -0.540
O -6.048 1.871 0.477 -0.507
H -4.218 2.449 0.639 -0.589
H -5.407 3.461 1.490 0.579
H -5.729 1.981 3.265 0.517
H -3.899 2.208 2.990 -0.218
H -4.452 0.098 1.659 0.047
H -6.899 2.063 0.802 0.297
C 5.790 -2.359 1.653 -0.796
C 4.485 -2.265 0.992 0.901
O 4.286 -3.489 0.216 -0.683
O 6.884 -2.263 0.712 -0.563
H 5.856 -3.228 2.298 0.384
H 5.889 -1.420 2.222 0.217
H 4.539 -1.387 0.321 -0.081
H 3.642 -2.175 1.639 -0.030
H 3.541 -3.459 -0.377 0.196
H 6.898 -3.148 0.331 0.333
C 0.707 3.069 2.485 -0.941
C -0.349 3.051 1.403 2.000
C -0.885 4.453 1.033 -1.368
O -1.923 4.364 0.056 0.011
C -2.136 5.633 -0.600 -0.934
N 0.219 2.281 0.281 0.562
H 1.675 2.885 2.094 0.021
H 0.486 2.135 3.085 -0.768
H 0.688 3.880 3.192 0.698
H -1.171 2.409 1.767 -0.588
H -0.054 5.038 0.681 0.392
H -1.169 4.984 1.902 0.563
H -2.643 5.352 -1.518 0.238
H -1.170 6.033 -1.008 0.384
H -2.724 6.397 0.022 0.216
H 0.845 2.846 -0.239 0.044
H -0.645 2.133 -0.272 -0.788
C 6.167 -1.185 -3.369 -1.872
C 5.273 -2.021 -2.533 1.888
C 4.041 -2.399 -3.321 -0.535
O 3.344 -3.370 -2.599 -0.289
C 2.056 -3.614 -3.180 -0.727
N 6.094 -3.201 -2.180 -0.840
H 7.054 -0.934 -2.810 0.480
H 5.667 -0.288 -3.694 0.383
H 6.517 -1.660 -4.312 0.372
H 5.000 -1.512 -1.563 -0.784
H 4.202 -2.774 -4.361 0.451
H 3.483 -1.444 -3.452 0.039
H 1.595 -4.208 -2.429 0.323
H 2.040 -4.190 -4.146 0.387
H 1.467 -2.675 -3.207 0.195
H 6.926 -2.891 -1.765 0.338
H 5.676 -3.819 -1.482 0.283
C -1.948 -3.103 -3.579 -0.217
C -1.586 -4.486 -3.043 0.551
C -1.532 -4.473 -1.489 -0.813
O -0.569 -3.694 -0.911 -0.430
C -0.577 -3.916 0.521 -0.722
N -2.589 -5.513 -3.395 -0.626
H -1.288 -2.315 -3.293 -0.528
H -2.963 -2.841 -3.323 -0.100
H -1.901 -3.089 -4.683 0.351
H -0.587 -4.686 -3.413 0.278
H -1.431 -5.479 -1.032 0.670
H -2.529 -4.159 -1.036 -0.037
H 0.248 -4.555 0.846 -0.009
H -1.534 -4.243 0.781 0.584
H -0.345 -2.929 0.926 0.272
H -2.479 -5.616 -4.371 0.279
H -2.433 -6.464 -3.028 0.239
C -4.791 -1.718 -1.330 0.039
C -5.209 -3.030 -0.807 1.737
C -6.473 -2.811 -0.031 -0.871
O -6.844 -3.945 0.673 -0.325
C -7.916 -3.846 1.583 -0.719
N -5.488 -3.944 -1.888 -0.734
H -3.765 -1.763 -1.707 -0.284
H -4.703 -1.004 -0.544 -0.462
H -5.401 -1.299 -2.147 0.401
H -4.568 -3.521 -0.030 -0.295
H -7.273 -2.508 -0.718 0.373
H -6.281 -1.980 0.650 0.169
H -8.809 -4.169 1.043 0.259
H -7.998 -2.808 1.982 0.293
H -7.690 -4.485 2.398 0.256
H -5.933 -4.775 -1.786 0.221
H -4.686 -3.962 -2.565 0.031
C -2.678 -1.697 3.377 -0.896
C -1.844 -0.445 3.437 1.824
C -1.796 0.189 4.820 -1.484
O -1.168 1.449 4.718 0.057
C -0.928 2.127 5.976 -0.995
N -0.536 -0.691 2.781 1.615
H -2.866 -1.907 2.292 -0.129
H -3.698 -1.729 3.814 0.410
H -2.107 -2.581 3.852 0.097
H -2.436 0.358 2.966 -0.827
H -1.298 -0.339 5.620 0.296
H -2.844 0.330 5.087 0.471
H -1.788 2.223 6.679 0.276
H -0.599 3.117 5.605 0.261
H -0.155 1.696 6.598 0.302
H 0.002 0.113 2.951 -0.144
H -0.621 -0.830 1.732 -1.011
C 4.391 0.776 7.818 -1.419
C 3.424 1.813 7.328 0.116
C 2.934 1.648 5.947 -0.210
O 4.002 1.772 4.986 -0.511
C 3.555 1.225 3.735 0.281
N 2.266 2.087 8.217 -0.593
H 3.854 -0.140 7.968 0.321
H 4.738 1.201 8.726 0.400
H 5.197 0.548 7.088 0.313
H 3.840 2.795 7.346 0.365
H 2.155 2.343 5.710 0.290
H 2.439 0.659 5.807 0.103
H 3.640 0.143 3.718 0.307
H 4.280 1.612 3.028 0.352
H 2.524 1.502 3.630 -0.473
H 1.955 1.292 8.752 0.228
H 2.525 2.735 9.017 0.260
C 3.243 4.981 -2.590 -1.554
C 3.517 3.851 -1.629 0.428
C 3.678 4.387 -0.175 0.104
O 4.740 5.273 -0.092 -0.400
C 5.114 5.646 1.207 -0.699
N 2.491 2.844 -1.644 -0.032
H 3.415 4.588 -3.591 0.256
H 3.913 5.806 -2.426 0.459
H 2.233 5.399 -2.656 0.264
H 4.553 3.499 -1.949 0.145
H 3.789 3.473 0.498 0.010
H 2.791 4.808 0.288 0.142
H 5.314 4.765 1.861 0.221
H 4.437 6.371 1.669 0.292
H 6.050 6.107 1.091 0.315
H 2.180 2.649 -2.609 0.057
H 2.758 1.869 -1.397 -0.230
```

| no. | DFT total energy (eV) |
| --- | --- |
| 1 | -86299.98158 |
| 2 | -98902.83322 |